C4H12OS | ωB97M-V with the def2-TZVPD basis set

Positions of all 18 atoms, in Å:
C -1.8196 1.8556 -1.2516
C -0.4205 2.2017 -0.7658
C -0.1892 2.1365 0.7439
S -0.1214 0.3613 1.3379
C 1.7237 -0.1356 1.0729
H -2.3865 2.6215 -0.8571
H -2.0809 1.6383 -2.3448
H -2.0444 0.9899 -0.7170
H -0.3822 3.2085 -1.0650
H 0.4556 1.7446 -1.2253
H -1.2442 2.5213 1.2447
H 0.6828 2.8038 0.8610
H 2.0592 -0.5611 2.0623
H 1.7236 -0.7884 0.3447
H 2.3019 0.7071 0.6944
O 0.9412 -7.0285 0.0271
H 0.5847 -7.2399 -0.8743
H 0.2160 -7.0366 0.7119

Calculated values
LUMO energy	0.824	eV
E	-17223.62740	eV
net charge	0
multiplicity	1
SMILES string	CCCSC.O
ΔE to the lowest compared entry with this formula, charge and spin	44.2	kcal/mol
largest force on an atom	5.57	eV Å⁻¹



C29H69N8O23 | ωB97M-V with the def2-TZVPD basis set

Positions of all 129 atoms, in Å:
C -4.0132 -1.8496 -1.0068
C -5.4703 -1.6261 -0.6277
O -6.0508 -0.5679 -0.7911
N -6.1716 -2.8451 -0.0018
H -5.4481 -3.5122 0.2255
H -6.4907 -2.6143 0.9283
C -7.3009 -3.3253 -0.8935
H -3.5104 -2.3650 -0.1884
H -3.5637 -0.8703 -1.1709
H -3.8066 -2.4389 -1.9002
H -7.7693 -4.2304 -0.5069
H -6.8063 -3.6123 -1.8215
H -8.0518 -2.5364 -0.9384
C -5.1465 1.9424 1.4065
C -3.8727 1.0933 1.7675
O -3.3045 0.4309 0.9081
N -3.4390 1.1539 3.2195
H -3.9294 1.8785 3.7241
H -3.7446 0.3147 3.6912
C -1.9158 1.4482 3.2402
H -4.8857 2.9840 1.5936
H -5.9821 1.7834 2.0882
H -5.5472 1.8042 0.4023
H -1.4328 0.4820 3.0949
H -1.6354 1.8418 4.2173
H -1.5255 2.0300 2.4051
C 4.6668 -3.9902 0.5071
C 4.0779 -5.4304 0.5129
O 3.0631 -5.7706 1.0764
N 4.9145 -6.2881 -0.5095
H 4.3280 -7.0281 -0.8681
H 5.2464 -5.8760 -1.3697
C 6.0696 -6.9679 0.1813
H 4.8068 -3.4791 -0.4454
H 5.6406 -3.8827 0.9847
H 3.9163 -3.4933 1.1219
H 6.6023 -7.4380 -0.6453
H 5.7249 -7.7684 0.8358
H 6.7122 -6.2298 0.6612
C -3.1511 1.6992 -6.3793
C -3.7053 2.3954 -5.1856
O -4.1088 3.5240 -5.1901
N -3.7900 1.5392 -3.9503
H -4.6148 0.9580 -3.9959
H -3.0558 0.8488 -3.8834
C -3.9382 2.4257 -2.6839
H -3.5904 2.2104 -7.2359
H -3.4002 0.6392 -6.4297
H -2.0817 1.8806 -6.2724
H -3.9721 1.7521 -1.8276
H -4.8703 2.9865 -2.7518
H -3.0892 3.1093 -2.6915
C 5.7229 1.0307 2.0273
C 6.1820 0.2374 0.8043
O 6.1049 -1.0347 0.8298
N 6.6551 1.0744 -0.3814
H 6.3002 2.0198 -0.3617
H 7.6567 1.1766 -0.3008
C 6.2647 0.5082 -1.7374
H 4.7411 0.7300 2.3930
H 5.5259 2.0795 1.8050
H 6.4092 0.8391 2.8522
H 6.3430 1.2950 -2.4876
H 5.2142 0.2489 -1.6056
H 6.8895 -0.3557 -1.9642
C 2.6774 -0.3396 -0.3563
C 1.1804 -0.2066 -0.2626
O 0.4858 -0.0653 0.7536
N 0.4646 0.0251 -1.5874
H 1.1577 0.3111 -2.2641
H 0.1461 -0.8599 -1.9553
C -0.6209 1.1609 -1.4857
H 3.1148 0.6287 -0.1130
H 3.1360 -0.5349 -1.3256
H 3.1244 -1.0586 0.3303
H -0.2039 2.0268 -0.9714
H -1.4708 0.7013 -0.9813
H -0.9302 1.4167 -2.4991
C 2.3340 3.2332 1.3528
C 2.4406 3.8305 2.7575
O 3.5173 4.1493 3.1982
N 1.1629 3.9506 3.6403
H 0.3096 4.0350 3.1065
H 1.0762 3.0158 4.0127
C 1.1084 5.0235 4.7894
H 3.1500 3.6096 0.7359
H 1.3760 3.4403 0.8759
H 2.2904 2.1530 1.4916
H 1.1043 5.9014 4.1433
H 1.9460 5.1462 5.4760
H 0.1914 4.7266 5.2983
C -0.6509 -2.4882 2.9021
C -1.6399 -3.4615 2.1379
O -1.4860 -3.9004 1.0032
N -2.8322 -3.9560 2.9552
H -3.1383 -3.1666 3.5058
H -3.5913 -4.1030 2.3054
C -2.4789 -5.1876 3.7832
H -0.9601 -1.4431 2.9171
H 0.3767 -2.6147 2.5612
H -0.6638 -2.6883 3.9735
H -2.0235 -5.9865 3.1979
H -3.4197 -5.4938 4.2407
H -1.8832 -4.7661 4.5928
O -1.6066 -1.3995 -5.4753
C -1.4574 -1.3032 -4.1719
O -2.2039 -0.6412 -3.4560
O -0.4864 -1.8171 -3.6467
H -0.8066 -1.8903 -5.6773
O -1.1346 5.3142 -4.9353
C -1.0502 4.6073 -3.8126
O -1.4231 5.1513 -2.7934
O -0.5385 3.5034 -3.8756
H -0.7981 4.6003 -5.4820
O 4.3293 2.5284 -3.4058
C 3.2673 2.0901 -2.7769
O 3.0055 2.6896 -1.7730
O 2.6430 1.1157 -3.2408
H 4.4769 3.3279 -2.8952
O 2.6088 -0.4214 3.0015
C 2.9187 -1.5213 3.7173
O 2.2609 -1.7616 4.7543
O 3.8353 -2.2641 3.3597
H 1.9453 0.0637 3.4976
O -0.5932 4.7950 -0.0864
C -1.5320 4.4898 0.8320
O -2.7356 4.4246 0.4333
O -1.2655 4.3721 2.0483
H -1.1328 4.8126 -0.8803

Calculated values
LUMO energy	-9.026	eV
E	-90172.45037	eV
net charge	+3
multiplicity	1
largest force on an atom	6.75	eV Å⁻¹



C9H16N4 | ωB97M-V with the def2-TZVPD basis set

Positions of all 29 atoms, in Å:
C 3.5022 -1.1394 0.4077
C 3.6681 0.0207 -0.2898
C 1.6752 -0.1239 0.6335
C 2.1222 2.1033 -0.2783
C 0.5999 1.9450 -0.0596
C -3.3300 -0.1109 0.1617
C -1.6353 -0.6407 -1.5172
C -1.6141 -2.0482 0.7154
C -1.8919 -0.6396 -0.0153
N 2.2043 -1.2566 0.9805
N 2.4085 0.6317 -0.1621
N 0.1732 0.5621 0.9004
N -1.1263 0.3426 0.7115
H 4.1974 -1.9337 0.4849
H 4.4818 0.4694 -0.7908
H 2.3350 2.4372 -1.3474
H 2.4671 2.6317 0.5285
H 0.2044 2.8479 0.4156
H 0.0389 1.6049 -0.9283
H -3.6405 0.3338 1.1114
H -3.5531 0.6991 -0.5283
H -4.1265 -0.7751 0.1132
H -2.1678 -1.3426 -2.0277
H -0.6103 -0.6876 -1.8153
H -2.1465 0.1632 -1.9382
H -0.5796 -2.2194 0.4661
H -1.6904 -1.8736 1.7368
H -2.2291 -2.9182 0.4353
H 0.2630 0.9167 1.8958

Calculated values
LUMO energy	0.531	eV
E	-15546.60332	eV
net charge	0
multiplicity	1
ΔE to the lowest compared entry with this formula, charge and spin	154.7	kcal/mol
largest force on an atom	5.58	eV Å⁻¹



C12H15Cl2F6N3O7S3 | ωB97M-V with the def2-TZVPD basis set

Positions of all 48 atoms, in Å:
C -3.9170 0.2615 5.9260
C -4.0823 -0.9361 4.8590
Cl -2.7145 -2.1525 5.1492
C -4.1913 -0.4477 3.3405
Cl -4.4814 -1.9050 2.2284
C -2.9058 0.3731 2.8163
C -3.2804 1.3109 1.5653
N -2.1204 2.1160 1.0270
C -0.7689 1.5858 1.4085
C 0.3218 1.9810 0.2701
C 0.3559 0.8931 -0.9267
O -0.4236 0.9505 -1.9161
O 1.2541 -0.2164 -0.8724
N -0.2316 2.1021 2.7013
C 0.0583 3.3690 2.6449
S -0.0120 5.0169 2.9049
C -0.9372 -0.0339 1.4954
O -1.7364 -0.4632 2.6193
H -4.7162 1.0845 5.8000
H -2.9042 0.7996 5.7681
H -3.8693 -0.1320 7.0087
H -5.0519 -1.4908 5.1341
H -5.1268 0.2213 3.2503
H -2.6276 1.0927 3.6817
H -4.0571 2.0688 1.9492
H -3.7479 0.7189 0.6908
H -2.1770 2.0433 -0.0173
H -2.2840 3.1122 1.2470
H 0.0747 3.0110 -0.1779
H 1.3888 2.0305 0.6735
H 2.0372 0.0115 -0.3218
H -1.4482 -0.4623 0.5500
H 0.1089 -0.5189 1.5473
C 6.5091 -1.4712 -6.1946
F 7.8246 -1.7444 -6.3011
F 6.4018 -0.1248 -6.1060
F 5.9485 -1.8106 -7.3772
S 5.7210 -2.3225 -4.7838
O 6.4233 -1.8175 -3.6173
O 5.9211 -3.7340 -5.0543
N 4.2538 -1.7620 -5.0174
S 3.2067 -2.2959 -3.9545
O 3.3615 -1.8073 -2.5931
O 2.8417 -3.6967 -4.0608
C 1.7545 -1.3962 -4.6001
F 1.4743 -1.7257 -5.8806
F 1.9384 -0.0543 -4.5947
F 0.6332 -1.6323 -3.8888

Calculated values
LUMO energy	-2.898	eV
E	-105338.49852	eV
net charge	0
multiplicity	1
largest force on an atom	5.12	eV Å⁻¹



C30H53F9IN6O7 | ωB97M-V with the def2-TZVPD basis set

Positions of all 106 atoms, in Å:
C -3.6834 -3.7670 -1.1729
C -3.3829 -2.6727 -2.2923
C -1.9181 -2.7528 -2.8992
C -0.7691 -2.2805 -1.8676
C -0.5391 -0.6854 -1.9951
N -0.3053 -0.0048 -0.7063
C -1.5192 0.6227 -0.0606
C -2.5026 -0.4352 0.5970
C -3.9744 0.2235 0.5104
O -4.8802 -0.3233 1.4753
C -6.1831 -0.3502 0.8227
C 0.8400 0.1706 -0.0675
N 1.1114 0.8458 1.1786
C 2.4919 0.8467 1.4896
C 3.2853 1.4739 2.6832
C 2.5976 1.2597 4.1155
C 1.5175 2.4553 4.2713
I 1.6175 -0.6874 4.2034
N 3.0362 0.1180 0.3909
N 4.4159 -0.0216 0.4355
N 2.1073 -0.2930 -0.5029
C 2.6168 -1.0383 -1.6609
C 3.2764 -0.0937 -2.8107
C 3.0243 1.4595 -2.5834
C 1.5775 1.9520 -3.0818
N 1.5942 3.4633 -3.1283
H -4.8012 -3.8984 -0.9868
H -3.2725 -4.7945 -1.4424
H -3.2439 -3.4987 -0.1537
H -3.5885 -1.6200 -1.9167
H -4.1077 -2.8803 -3.1412
H -1.7033 -3.8624 -3.0748
H -1.8092 -2.2569 -3.9158
H -0.9762 -2.6072 -0.8062
H 0.1589 -2.8657 -2.1935
H -1.5034 -0.2986 -2.4689
H 0.2699 -0.4431 -2.7635
H -1.2563 1.4714 0.6308
H -2.0991 1.0951 -0.9266
H -2.5807 -1.4136 0.0440
H -2.3039 -0.6468 1.6898
H -4.3421 0.0043 -0.5497
H -3.8800 1.3623 0.5595
H -6.4398 0.6501 0.3471
H -6.1676 -1.1122 -0.0175
H -6.9965 -0.6180 1.5611
H 4.3287 1.0190 2.7417
H 3.4666 2.5908 2.5331
H 3.3738 1.3806 4.9264
H 0.6475 2.1891 3.5981
H 1.9826 3.4084 3.8575
H 1.2524 2.5254 5.3631
H 4.8096 0.5727 -0.3136
H 4.7195 -0.9949 0.3284
H 1.8820 -1.7254 -2.1633
H 3.4758 -1.7094 -1.3210
H 2.8719 -0.4220 -3.8142
H 4.4024 -0.2744 -2.8087
H 3.2528 1.8262 -1.5319
H 3.7669 2.0081 -3.2596
H 1.4309 1.5055 -4.1123
H 0.7774 1.6767 -2.3346
H 2.3939 3.7699 -2.5479
H 0.7828 3.7633 -2.5668
C 0.2629 -9.6359 -4.1978
C 0.7023 -8.2820 -3.6775
O 0.6734 -7.3006 -4.7271
C -0.5231 -6.7472 -4.9814
O -1.5352 -7.0227 -4.4008
C -0.3981 -5.6926 -6.0787
F 0.3588 -6.1080 -7.1067
F 0.1686 -4.5603 -5.6166
F -1.5825 -5.3453 -6.5960
H 0.8653 -9.9289 -5.0606
H 0.3616 -10.3971 -3.4223
H -0.7774 -9.6113 -4.5283
H 1.7359 -8.3388 -3.3318
H 0.0954 -7.9606 -2.8280
C -0.9650 1.1375 6.6702
C -1.7157 -0.1493 6.9468
O -1.2356 -0.7675 8.1493
C -1.7469 -0.2922 9.2986
O -2.5507 0.5935 9.3661
C -1.1905 -1.0697 10.4891
F 0.1365 -1.2673 10.3953
F -1.7549 -2.2856 10.5922
F -1.4034 -0.4443 11.6526
H 0.1117 0.9551 6.6461
H -1.2733 1.5661 5.7148
H -1.1463 1.8752 7.4551
H -1.5377 -0.8599 6.1375
H -2.7940 0.0167 6.9982
C 3.5944 8.9361 -2.1880
C 2.4674 9.2092 -1.2120
O 1.2356 8.6409 -1.6869
C 1.0546 7.3369 -1.4367
O 1.8430 6.6387 -0.8597
C -0.3096 6.8827 -1.9500
F -0.5792 7.3532 -3.1770
F -1.3066 7.3023 -1.1530
F -0.4103 5.5454 -2.0221
H 3.3297 9.2880 -3.1876
H 4.5103 9.4354 -1.8680
H 3.7938 7.8655 -2.2689
H 2.3038 10.2848 -1.1310
H 2.7037 8.8429 -0.2106

Calculated values
LUMO energy	-2.547	eV
E	-87790.84519	eV
net charge	+1
multiplicity	1
largest force on an atom	6.17	eV Å⁻¹



C3H4O3Sm | ωB97M-V with the def2-TZVPD basis set

Positions of all 11 atoms, in Å:
O -0.5307 1.4352 0.0086
C -0.9701 0.2994 -0.3109
O -1.9001 -0.2468 0.3403
O -0.3970 -0.3026 -1.3522
C 0.6811 -1.1613 -1.1487
C 1.8446 -0.6695 -0.7450
H 0.4879 -2.2013 -1.4091
H 2.7569 -1.2160 -0.9770
H 1.9723 0.3636 -0.4221
Sm -2.0951 1.6244 2.0456
H -1.8499 2.0750 3.9705

Calculated values
LUMO energy (alpha / beta)	-7.608 / -5.746	eV
E	-27212.29833	eV
net charge	+1
multiplicity	6
ΔE to the lowest compared entry with this formula, charge and spin	0.0	kcal/mol
⟨S²⟩	9.048
largest force on an atom	3.12	eV Å⁻¹



C26H25N3O5S | ωB97M-V with the def2-TZVPD basis set

Positions of all 60 atoms, in Å:
C -1.7546 -1.5385 -2.5349
C -3.1556 -1.6481 -1.9428
N -3.1330 -1.9059 -0.5151
C -2.6829 -3.2067 -0.0584
C -3.5658 -4.3674 -0.5092
S -4.4948 -1.3127 0.2702
O -5.6308 -1.3445 -0.6060
O -4.5982 -1.9430 1.5517
C -4.0172 0.4051 0.5316
C -2.7448 0.8500 0.2794
C -2.4193 2.1898 0.4951
C -1.0686 2.7254 0.2196
O -0.7490 3.8763 0.3764
O -0.2377 1.7561 -0.2161
C 1.0803 2.0442 -0.5457
C 1.4409 3.1531 -1.2972
C 2.7776 3.3479 -1.6063
C 3.7362 2.4483 -1.1864
C 3.3713 1.3204 -0.4504
C 4.4097 0.3783 -0.0206
C 4.1284 -0.9882 0.2540
N 5.0387 -1.8275 0.6548
C 6.2982 -1.3612 0.8051
C 7.3211 -2.2171 1.2546
C 8.5962 -1.7392 1.3808
C 8.8996 -0.4030 1.0650
C 7.9275 0.4532 0.6289
C 6.6015 -0.0061 0.4940
N 5.6375 0.8386 0.0849
C 2.0325 1.1263 -0.1272
C -3.3979 3.0547 0.9814
C -4.6711 2.6032 1.2615
C -4.9995 1.2609 1.0446
O -6.1857 0.6963 1.2936
C -7.2355 1.4855 1.8129
H -1.8272 -1.2336 -3.5755
H -1.1646 -0.8002 -1.9978
H -1.2380 -2.4936 -2.4936
H -3.7299 -2.4151 -2.4757
H -3.6856 -0.7015 -2.0656
H -1.6519 -3.3494 -0.3928
H -2.6940 -3.1481 1.0308
H -4.5963 -4.1621 -0.2290
H -3.5135 -4.5117 -1.5859
H -3.2433 -5.2843 -0.0228
H -2.0066 0.1542 -0.0808
H 0.6919 3.8563 -1.6231
H 3.0661 4.2141 -2.1821
H 4.7790 2.5961 -1.4177
H 3.1359 -1.3947 0.1136
H 7.0667 -3.2389 1.4893
H 9.3865 -2.3895 1.7259
H 9.9169 -0.0565 1.1735
H 8.1388 1.4830 0.3859
H 1.7112 0.2870 0.4696
H -3.1352 4.0895 1.1424
H -5.4041 3.2921 1.6494
H -7.5058 2.2925 1.1256
H -8.0782 0.8061 1.9231
H -6.9736 1.9037 2.7894

Calculated values
LUMO energy	-0.392	eV
E	-52910.58219	eV
net charge	0
multiplicity	1
SMILES string	CCN(CC)S(=O)(=O)c1cc(C(=O)Oc2cccc(-c3cnc4ccccc4n3)c2)ccc1OC
ΔE to the lowest compared entry with this formula, charge and spin	78.1	kcal/mol
largest force on an atom	1.13	eV Å⁻¹



C16H10BrF5STi | ωB97M-V with the def2-TZVPD basis set

Positions of all 34 atoms, in Å:
C 2.7929 -0.6127 0.3247
C 1.6059 -0.5013 1.1390
C 0.5015 -1.0511 0.3838
H 1.5656 -0.1574 2.1585
C 1.0022 -1.2926 -0.9851
C 2.4210 -1.1048 -0.9577
H 3.1008 -1.4332 -1.7268
H 3.8053 -0.3719 0.6803
H -0.3696 -1.5467 0.8364
H 0.4097 -1.8286 -1.7586
Ti 1.0779 0.9642 -0.2860
Br 0.6594 2.2658 1.7928
C 2.0418 2.9465 -2.0656
C 2.7305 1.9075 -2.7429
C 3.6835 1.3540 -1.8462
H 2.6053 1.6402 -3.7802
C 3.5971 2.0518 -0.6182
C 2.5729 3.0364 -0.7445
H 2.2238 3.6752 0.0456
H 1.2475 3.5557 -2.4671
H 4.3955 0.5805 -2.0804
H 4.1693 1.8696 0.2770
F -5.9054 -1.6936 1.6691
C -4.9255 -0.9786 1.0628
C -4.5049 -1.2843 -0.2459
F -5.1519 -2.2825 -0.8774
C -3.3151 -0.7758 -0.7702
F -2.9321 -1.1832 -2.0127
C -2.5192 0.1273 -0.0393
S -1.1450 0.8852 -0.9535
C -2.9667 0.4003 1.2752
F -2.2485 1.2228 2.0723
C -4.1107 -0.1631 1.8443
F -4.3915 -0.0602 3.1517

Calculated values
LUMO energy (alpha / beta)	2.696 / 2.684	eV
E	-134335.67427	eV
net charge	-1
multiplicity	2
⟨S²⟩	0.757
largest force on an atom	3.02	eV Å⁻¹



F6H16O8P | ωB97M-V with the def2-TZVPD basis set

Positions of all 31 atoms, in Å:
P 0.2814 -0.1737 -0.6184
F 1.6036 0.4767 -1.3051
F -0.5829 -0.2432 -2.0220
F 0.7501 -1.7658 -0.6317
F -1.0159 -0.6317 0.1252
F 1.0714 -0.0200 0.8250
F -0.1053 1.4179 -0.4355
O -3.0192 0.2280 0.9429
H -2.1207 -0.0435 0.7551
H -3.3108 0.6633 0.1419
O -1.1132 -1.3743 1.8432
H -1.6535 -2.1622 1.7831
H -0.9106 -1.1523 0.9344
O 2.6206 -1.3785 -1.5363
H 2.4691 -1.3533 -0.5915
H 1.7886 -1.1019 -1.9203
O 1.4611 1.9255 1.6768
H 0.6007 2.3394 1.7452
H 1.3486 1.2469 1.0111
O -1.9522 1.9455 0.0094
H -1.1439 1.5918 -0.3618
H -2.6498 1.5473 -0.5112
O -1.6829 -2.0733 -2.3191
H -1.7645 -1.5134 -1.5471
H -1.1466 -1.5656 -2.9281
O 1.5911 2.8866 -0.6542
H 1.6714 2.2280 0.0357
H 0.6958 2.7871 -0.9779
O 2.3109 -1.7310 1.9084
H 2.4333 -1.7117 2.8575
H 1.4743 -1.2885 1.7652

Calculated values
LUMO energy	3.006	eV
E	-42228.77599	eV
net charge	-1
multiplicity	1
ΔE to the lowest compared entry with this formula, charge and spin	338.9	kcal/mol
largest force on an atom	14.93	eV Å⁻¹



C9H8O2 | ωB97M-V with the def2-TZVPD basis set

Positions of all 19 atoms, in Å:
C -1.8742 -1.5915 0.6780
C -2.2868 -0.4444 0.1327
O -3.5906 -0.1992 -0.1273
C -1.4040 0.7206 -0.1524
O -1.9226 1.8031 -0.3725
C 0.0534 0.5023 -0.1486
C 0.8836 1.4117 0.4999
C 2.2521 1.2143 0.5174
C 2.8001 0.1162 -0.1272
C 1.9774 -0.7792 -0.7933
C 0.6069 -0.5938 -0.8034
H -0.8436 -1.7599 0.9231
H -2.5811 -2.3703 0.9007
H -3.6493 0.7394 -0.3902
H 0.4374 2.2575 1.0036
H 2.8903 1.9178 1.0293
H 3.8686 -0.0416 -0.1176
H 2.4102 -1.6286 -1.3022
H -0.0277 -1.2744 -1.3501

Calculated values
LUMO energy	-0.049	eV
E	-13557.17604	eV
net charge	0
multiplicity	1
SMILES string	C=C(O)C(=O)c1ccccc1
ΔE to the lowest compared entry with this formula, charge and spin	11.8	kcal/mol
largest force on an atom	0.39	eV Å⁻¹



C3H6O2S2 | ωB97M-V with the def2-TZVPD basis set

Positions of all 13 atoms, in Å:
O -0.3785 -0.4315 -2.7247
C 0.0118 -0.2011 -1.6402
O 1.2725 0.1556 -1.1758
C -0.9720 -0.2152 -0.5201
C -0.2494 -0.7582 0.7095
S -0.2438 0.0960 2.3126
S 1.1677 1.5529 2.0871
H 1.9415 0.4103 -1.7282
H -1.4212 0.7305 -0.2971
H -1.7870 -0.9906 -0.8797
H 0.7986 -1.0415 0.4558
H -0.4860 -1.7922 1.2176
H 0.3459 2.4850 2.1831

Calculated values
LUMO energy	0.521	eV
E	-28972.84593	eV
net charge	0
multiplicity	1
SMILES string	O=C(O)CCSS
ΔE to the lowest compared entry with this formula, charge and spin	33.4	kcal/mol
largest force on an atom	4.20	eV Å⁻¹